# 1
Density functional theory data (ωB97M-V/def2-TZVPD) for an isolated ion of composition C10H6FO3 and charge -1 in a non-equilibrium geometry.

Last column: Mulliken charge in e.
Cartesian coordinates (Å):
H 3.11 -0.54 0.68  0.3137
C -0.64 -0.62 -1.62  0.1948
C 0.28 1.17 -0.02  1.9487
C 0.83 -0.11 1.20  -0.5254
C 1.75 0.86 -0.46  -0.1513
O -2.61 -0.85 0.67  -0.6248
H 0.53 1.01 3.35  0.2482
H 0.72 -2.35 -1.33  0.2494
C 0.10 1.90 1.27  -1.0165
O -2.71 1.34 0.19  -0.6181
C 2.09 -0.02 0.45  -0.2399
C 0.53 0.95 2.16  -0.1014
C -0.62 0.27 -0.45  -0.0835
F 2.32 1.22 -1.61  -0.3577
H -0.85 -2.55 -2.06  0.4507
C -0.34 -2.08 -1.24  -1.2648
O -1.05 -0.42 -2.73  -0.6304
H -0.47 2.82 1.54  0.2832
H -0.68 -2.24 -0.29  0.4071
C -2.28 0.23 0.29  0.5179

As for the largest force on an atom: 3.323 eV/A. For the total energy, the calculation gives -710.06156 Eh. As for the charge: -1.

# 2
Density functional theory data (ωB97M-V/def2-TZVPD) for C10H6IrNS4 as an isolated structure.

Last column: Mulliken charge in e.
Cartesian coordinates (Å):
N -0.08 0.00 0.70  -0.1114
H -3.04 1.90 2.23  0.4277
C 0.82 0.17 -1.70  -0.2036
H -1.86 0.11 3.52  0.3940
H 1.95 -0.22 -3.58  0.3712
Ir 1.50 -0.91 -0.09  0.5808
C -0.17 1.07 -1.36  0.1005
H 0.07 -1.05 2.45  0.3865
S 2.37 -4.79 2.14  -0.2490
C -1.55 0.37 2.52  -0.7983
C -1.78 1.66 0.51  -0.7172
C -0.72 0.96 -0.03  0.7467
H -2.27 2.42 -0.08  0.3421
S -0.65 2.10 -2.64  -0.1901
C 0.50 1.36 -3.68  -0.3060
C 2.07 -3.39 1.39  0.1783
C 1.19 0.36 -3.07  -0.5701
C -0.49 -0.28 1.94  0.0550
H 0.59 1.71 -4.70  0.4554
S 2.88 -1.83 1.55  -0.3382
S 0.85 -3.06 0.19  -0.2501
C -2.20 1.36 1.80  -0.3043

As for the largest force on an atom: 0.344 eV/A. For the total energy, the calculation gives -2136.48690 Eh.

# 3
Density functional theory data (ωB97M-V/def2-TZVPD) for C10H6NO5Yb as an isolated structure in a non-equilibrium geometry.

Last column: Mulliken charge in e.
Cartesian coordinates (Å):
H -0.04 -0.12 5.03  0.4272
H 0.99 1.76 1.26  0.3415
N -0.01 -0.12 1.13  -0.2961
C 2.08 -0.23 -2.20  0.3231
Yb 0.04 0.57 -1.10  1.0505
C 0.15 -1.85 -1.47  0.1818
O -2.85 -0.65 -3.01  -0.1232
C -0.04 3.21 -1.83  0.0878
C -0.53 -1.16 1.83  0.1314
H -1.00 -2.05 3.69  0.3888
O 2.87 -0.71 -2.90  -0.0995
C 0.53 0.92 1.81  0.0549
O -0.31 -0.93 -4.40  -0.2384
H 0.09 0.91 -3.31  0.2681
C 0.55 0.96 3.21  -0.7514
O 0.19 -2.92 -1.89  -0.1080
C -0.54 -1.18 3.23  -0.7346
C -0.26 -0.22 -3.44  0.2171
H -0.93 -1.98 1.23  0.3399
O -0.08 4.32 -2.09  -0.0049
C 0.00 -0.10 3.93  -0.0831
C -1.89 -0.27 -2.45  0.2524
H 0.98 1.82 3.73  0.3747

As for the expectation value of S²: 0.771. As for the largest force on an atom: 6.347 eV/A. For the total energy, the calculation gives -1973.59531 Eh. Its spin multiplicity is 2. As for the charge: +2.

# 4
Density functional theory data (ωB97M-V/def2-TZVPD) for C10H7CoN2O5 as an isolated structure in a non-equilibrium geometry.

Last column: Mulliken charge in e.
Cartesian coordinates (Å):
C -2.58 -1.02 1.56  0.2825
C 0.52 -1.36 -0.70  0.4091
H 0.72 1.52 5.61  0.4586
H 2.32 -0.98 1.18  0.1041
C -0.56 1.51 3.83  -0.8408
Co 0.56 0.10 -1.66  0.1954
O 0.58 -2.34 -0.10  -0.1750
C 1.47 0.13 2.61  0.9341
N 2.49 -0.52 2.04  -0.1449
C 1.63 0.54 3.94  -0.8027
H -1.53 1.39 1.93  0.5273
O 1.28 -0.41 -4.51  -0.0805
C 1.80 0.92 -0.80  0.3022
N 0.35 0.40 1.90  0.0925
C -0.58 1.21 -0.96  0.3299
C -0.63 1.10 2.49  -0.0558
H -2.31 -0.53 0.44  0.0377
C 0.60 1.22 4.58  -0.4668
O -1.06 2.19 -0.56  -0.1615
C 0.87 -0.26 -3.44  0.3510
H 2.59 0.30 4.40  0.3898
O -2.40 -1.81 2.39  -0.2433
H -1.39 2.05 4.30  0.4434
H 3.30 -0.79 2.56  0.2746
O 2.59 1.47 -0.18  -0.1609

As for the expectation value of S²: 6.051. As for the largest force on an atom: 7.985 eV/A. For the total energy, the calculation gives -2252.94789 Eh. Its spin multiplicity is 5. As for the charge: +2.